[1]
{
  "formula": "C18H24ClN7O4S2",
  "method": "ωB97M-V/def2-TZVPD",
  "elements": ["O", "O", "O", "O", "Cl", "N", "N", "S", "S", "C", "C", "C", "C", "C", "C", "C", "C", "C", "C", "C", "C", "N", "N", "N", "N", "N", "C", "C", "C", "C", "C", "C", "H", "H", "H", "H", "H", "H", "H", "H", "H", "H", "H", "H", "H", "H", "H", "H", "H", "H", "H", "H", "H", "H", "H", "H"],
  "positions_angstrom": [[2.2146, -0.4031, 1.8075], [-5.8186, -2.6110, -1.2130], [-4.0499, 1.8740, -1.3541], [1.2374, -0.4399, -0.1601], [8.6887, 5.9896, 3.8105], [4.6197, 1.4533, -1.6982], [3.6202, 0.7155, -1.3670], [5.3489, 2.2474, -0.3937], [4.1340, 1.8342, 2.4459], [2.1907, -0.0791, 0.5862], [-5.4592, -2.3197, -2.3468], [-3.7474, 0.9614, -2.1059], [4.1899, 1.5344, 0.6988], [3.3320, 0.7101, 0.0008], [-0.7477, -2.1464, 2.3989], [7.5689, 3.4999, 3.7874], [6.3230, 5.2404, 2.6666], [6.5653, 2.5770, 3.4690], [5.3193, 4.3178, 2.3466], [7.4475, 4.8356, 3.3929], [5.4349, 2.9830, 2.7509], [-1.6842, -2.8282, 2.9994], [-3.2999, 1.2590, -3.3322], [-0.6327, -2.1339, 1.0865], [-4.5464, -1.3808, -2.6145], [0.0768, -1.4798, 3.1456], [-6.0534, -3.0401, -3.5349], [-2.7664, 0.3869, -4.3818], [-1.3758, -2.9445, 0.1066], [-2.7317, -2.3400, -0.2811], [-2.5832, -1.0478, -1.0999], [-3.9261, -0.4853, -1.6153], [8.4450, 3.1862, 4.3461], [6.2329, 6.2766, 2.3568], [6.6551, 1.5421, 3.7845], [4.4441, 4.6338, 1.7872], [-2.3446, -3.3198, 2.4289], [-1.7587, -2.8085, 3.9956], [-3.2534, 2.2530, -3.4999], [0.0975, -1.5239, 0.7052], [-4.3347, -1.2139, -3.5848], [0.8627, -1.0087, 2.6798], [0.0287, -1.4774, 4.1402], [-5.2609, -3.5024, -4.1196], [-6.7356, -3.8089, -3.1740], [-6.6039, -2.3292, -4.1480], [-3.5736, 0.0169, -5.0152], [-2.2137, -0.4501, -3.9552], [-2.0747, 0.9587, -5.0043], [-1.5353, -3.9474, 0.5057], [-0.7684, -3.0464, -0.7952], [-3.3250, -2.1456, 0.6126], [-3.2477, -3.0858, -0.8827], [-2.1094, -0.2955, -0.4662], [-1.9167, -1.2383, -1.9403], [-4.5992, -0.4055, -0.7588]],
  "forces_ev_per_angstrom": [[0.90, 0.85, 0.03], [0.28, 0.30, -0.07], [0.03, -0.20, 0.27], [0.72, 0.52, -0.21], [-0.28, -0.26, -0.11], [-0.70, -0.68, -0.06], [0.68, 0.66, 0.63], [-1.49, -0.95, 0.59], [-0.48, -0.71, -0.29], [-1.71, -1.44, 0.00], [-1.10, -0.99, 0.95], [-0.78, 0.17, 0.86], [0.63, 0.40, 0.43], [0.75, 0.74, -0.48], [0.29, 0.09, -1.00], [-0.14, 0.10, -0.03], [-0.01, -0.14, -0.02], [0.07, 0.50, -0.07], [0.58, 0.12, 0.32], [-0.54, -0.56, -0.18], [0.56, 0.51, -0.28], [-1.76, -1.42, 0.24], [0.73, -0.31, -1.31], [0.02, -0.26, -0.77], [0.93, 1.22, -0.28], [1.36, 1.20, 0.21], [0.08, 0.07, 0.05], [-0.15, 0.27, 0.42], [-0.42, 0.44, 0.54], [0.34, 0.17, -0.42], [-0.17, -0.08, 0.36], [0.30, -0.60, -0.05], [-0.12, 0.03, -0.07], [0.00, -0.13, 0.04], [0.02, 0.13, -0.06], [0.11, 0.01, 0.09], [-0.31, -0.14, 0.33], [-0.22, -0.18, 0.08], [-0.02, -0.05, 0.09], [0.54, 0.46, -0.37], [-0.03, -0.04, 0.11], [0.65, 0.32, -0.18], [-0.16, -0.05, 0.29], [-0.01, -0.02, -0.21], [0.12, 0.13, -0.01], [0.00, -0.03, -0.19], [0.06, -0.09, -0.20], [-0.02, 0.04, -0.05], [-0.12, -0.09, 0.13], [0.11, -0.11, 0.04], [0.20, 0.08, 0.27], [-0.18, -0.03, -0.01], [-0.22, -0.08, 0.07], [0.05, 0.13, -0.11], [0.13, 0.03, -0.08], [-0.08, -0.03, -0.26]],
  "orbital_gap_ev": 8.50,
  "multiplicity": 1
}

---

[2]
{
  "formula": "C2H10NO2",
  "method": "ωB97M-V/def2-TZVPD",
  "elements": ["C", "C", "N", "H", "H", "H", "H", "H", "H", "H", "H", "O", "H", "H", "O"],
  "positions_angstrom": [[-0.0074, 1.5859, 1.5448], [-0.9813, 1.0051, 2.2867], [1.8867, -1.1939, -1.8407], [0.3488, 1.2158, 0.5885], [-1.3084, 0.0936, 1.7533], [-1.2239, 1.2691, 3.3282], [2.5048, -0.8384, -2.6028], [1.4860, -2.1347, -1.9554], [1.1159, -0.5442, -1.9235], [-1.2205, -2.0054, 0.3237], [-0.5127, -0.7161, -0.4094], [-0.8023, -1.1617, 0.5660], [-0.9575, 0.5561, -2.1053], [0.1425, 2.6427, 1.7498], [-0.4707, 0.2261, -1.3039]],
  "forces_ev_per_angstrom": [[-1.12, 1.26, 0.10], [1.23, -0.64, -0.06], [-0.15, 0.44, -1.28], [0.56, -0.53, -0.01], [-1.31, -0.24, -0.01], [0.08, -0.34, -0.56], [-0.08, -1.35, 0.72], [0.92, 0.31, -0.25], [-0.70, 0.64, 1.04], [-0.39, 0.19, 0.49], [-1.41, -0.33, 1.59], [1.42, -0.42, -1.37], [0.27, -0.59, 0.93], [0.33, 0.24, -0.26], [0.35, 1.37, -1.09]],
  "relative_energy_kcal_mol": 225.14,
  "total_charge": 1,
  "orbital_gap_ev": 3.95,
  "multiplicity": 1
}

---

[3]
{
  "formula": "C20H54N6O6P2",
  "method": "ωB97M-V/def2-TZVPD",
  "elements": ["C", "N", "C", "P", "O", "N", "C", "C", "N", "C", "C", "H", "H", "H", "H", "H", "H", "H", "H", "H", "H", "H", "H", "H", "H", "H", "H", "H", "H", "C", "N", "C", "P", "O", "N", "C", "C", "N", "C", "C", "H", "H", "H", "H", "H", "H", "H", "H", "H", "H", "H", "H", "H", "H", "H", "H", "H", "H", "C", "C", "O", "C", "C", "O", "C", "O", "C", "C", "O", "C", "H", "H", "H", "H", "H", "H", "H", "H", "H", "H", "H", "H", "H", "H", "H", "H", "H", "H"],
  "positions_angstrom": [[-2.1728, -5.9659, 0.4272], [-1.7274, -4.5934, 0.5599], [-2.8648, -3.6907, 0.7183], [-0.3001, -3.8709, -0.1006], [-0.0890, -2.8430, 0.9898], [1.0790, -4.8318, 0.2884], [1.0229, -6.2406, 0.6173], [2.1375, -4.1880, 1.0582], [-0.4315, -4.7180, -1.6320], [0.7726, -4.5994, -2.4944], [-1.5502, -4.2122, -2.4666], [-2.5287, -6.2251, -0.5804], [-3.0013, -6.1525, 1.1141], [-1.4107, -6.6838, 0.7125], [-3.4037, -3.5243, -0.2255], [-2.5436, -2.7170, 1.0901], [-3.5758, -4.0822, 1.4484], [0.5843, -6.4153, 1.6082], [2.0281, -6.6717, 0.6172], [0.4737, -6.8072, -0.1355], [1.8984, -4.1414, 2.1272], [2.3194, -3.1768, 0.7018], [3.0760, -4.7361, 0.9388], [1.0231, -3.5557, -2.7031], [0.5996, -5.1109, -3.4426], [1.6393, -5.0745, -2.0459], [-1.4776, -3.1356, -2.6411], [-2.5166, -4.4158, -2.0060], [-1.5644, -4.7203, -3.4299], [-3.1574, 0.9178, 1.2382], [-2.5615, 1.1017, 2.5453], [-1.8760, -0.1151, 2.9788], [-3.0962, 2.1407, 3.8118], [-1.7551, 2.3958, 4.4607], [-3.3614, 3.7408, 3.2286], [-3.6182, 4.0639, 1.8404], [-2.5906, 4.8102, 3.8520], [-4.7971, 1.7801, 3.5721], [-5.7165, 2.6684, 4.3271], [-5.1493, 0.4037, 3.9996], [-4.1148, 0.3759, 1.2555], [-2.4792, 0.3441, 0.6020], [-3.3075, 1.8549, 0.7091], [-2.5795, -0.8954, 3.3034], [-1.2010, 0.0843, 3.8107], [-1.2610, -0.5282, 2.1768], [-2.7211, 3.9516, 1.2180], [-3.9611, 5.0985, 1.7473], [-4.4298, 3.4605, 1.4312], [-1.5681, 4.8627, 3.4596], [-2.5389, 4.6769, 4.9298], [-3.0761, 5.7744, 3.6778], [-5.5130, 2.6471, 5.4016], [-6.7494, 2.3563, 4.1635], [-5.6525, 3.6978, 3.9890], [-4.8708, 0.2130, 5.0396], [-4.6617, -0.3455, 3.3765], [-6.2200, 0.2347, 3.8897], [1.0974, 0.7142, 0.9769], [1.9038, 1.7211, 0.1437], [1.5629, 1.6547, -1.2400], [2.7037, 1.8834, -2.0481], [2.3254, 2.5335, -3.3990], [2.5657, 1.6835, -4.5146], [3.8258, 1.8553, -5.0412], [4.8431, 1.5789, -4.0958], [6.1366, 1.9447, -4.5725], [6.5768, 3.2326, -3.8895], [6.0020, 4.3434, -4.5448], [6.1030, 5.5290, -3.7777], [1.0061, 1.1214, 1.9890], [1.6923, -0.1976, 1.0601], [0.0988, 0.5227, 0.5874], [2.9645, 1.5383, 0.3392], [1.6539, 2.7346, 0.4913], [3.1652, 0.9223, -2.3072], [3.4660, 2.5186, -1.5841], [2.9289, 3.4434, -3.5292], [1.2845, 2.8634, -3.3565], [3.9221, 1.1261, -5.8621], [3.9723, 2.8494, -5.4971], [6.1323, 2.0174, -5.6644], [6.8147, 1.1529, -4.2391], [7.6773, 3.2831, -3.9705], [6.2933, 3.1772, -2.8317], [6.0386, 5.3281, -2.7031], [7.0419, 6.0535, -4.0037], [5.2900, 6.1994, -4.0657]],
  "forces_ev_per_angstrom": [[0.04, -0.31, -0.48], [-0.49, 0.42, -0.12], [0.13, 0.41, 0.15], [0.55, -5.63, 4.76], [-0.50, 2.26, -3.08], [0.51, 0.12, -0.05], [-0.08, -0.26, -0.53], [-0.10, 0.25, 0.10], [0.29, 3.07, -1.08], [0.41, -0.31, -0.03], [-0.59, -0.24, 0.21], [0.00, -0.03, -0.01], [-0.03, 0.25, 0.01], [0.11, 0.11, -0.15], [-0.14, -0.06, 0.06], [0.15, -0.04, -0.06], [0.06, -0.14, -0.02], [-0.01, -0.07, 0.00], [0.06, 0.17, 0.07], [-0.15, 0.09, 0.06], [0.07, 0.07, 0.02], [-0.10, 0.02, 0.10], [-0.11, -0.17, -0.07], [-0.01, -0.02, -0.14], [-0.25, 0.08, 0.02], [-0.11, 0.07, 0.24], [0.02, -0.02, -0.18], [0.09, 0.02, 0.19], [0.17, -0.02, 0.03], [-0.53, 0.02, -0.14], [0.15, -0.42, 0.28], [0.33, -0.02, 0.29], [1.92, 2.61, -6.10], [-1.99, -1.57, 2.65], [-0.03, 0.38, 0.22], [-0.54, -0.17, -0.10], [0.22, -0.13, 0.16], [0.27, -0.53, 3.09], [-0.21, 0.39, -0.16], [0.18, -0.43, -0.46], [-0.02, 0.01, -0.01], [0.11, -0.08, 0.21], [-0.11, 0.02, 0.19], [0.06, -0.10, -0.11], [-0.11, 0.15, 0.03], [-0.12, 0.04, -0.06], [-0.03, 0.00, -0.06], [0.12, 0.04, 0.14], [0.13, -0.15, 0.02], [0.03, 0.05, 0.07], [0.12, -0.08, -0.04], [-0.11, -0.09, -0.16], [-0.14, -0.04, 0.03], [0.09, -0.24, 0.00], [0.26, -0.05, -0.05], [-0.16, -0.04, 0.05], [0.16, 0.14, -0.02], [-0.02, 0.17, 0.02], [0.82, 0.34, 0.11], [-1.15, 0.15, 0.58], [0.79, 0.12, 0.26], [-0.05, -0.30, -1.22], [0.34, 0.55, 0.61], [-0.16, 0.08, 0.38], [0.30, -0.51, -1.18], [-0.23, 0.13, -0.08], [-0.36, 0.09, 0.94], [0.63, -0.35, -0.94], [-0.39, -0.03, 0.55], [0.10, 0.32, -0.36], [-0.13, -0.10, -0.06], [-0.51, -0.25, -0.11], [0.14, 0.00, -0.11], [0.01, 0.08, -0.31], [0.24, -0.03, -0.06], [0.12, 0.11, 0.23], [-0.24, -0.08, 0.35], [-0.08, -0.08, -0.02], [-0.04, -0.42, -0.26], [-0.18, 0.05, 0.12], [-0.08, 0.12, 0.49], [0.23, 0.09, 0.08], [-0.01, 0.01, -0.26], [-0.10, 0.12, 0.21], [-0.02, 0.08, -0.08], [-0.01, 0.01, -0.08], [0.00, -0.13, 0.21], [-0.01, -0.15, 0.02]],
  "orbital_gap_ev": 8.27,
  "smiles": "CN(C)P(=O)(N(C)C)N(C)C.CN(C)P(=O)(N(C)C)N(C)C.CCOCCOCOCCOC",
  "multiplicity": 1
}

---

[4]
{
  "formula": "C4H5N3",
  "method": "ωB97M-V/def2-TZVPD",
  "elements": ["H", "N", "C", "C", "N", "N", "C", "C", "H", "H", "H", "H"],
  "positions_angstrom": [[1.0161, -2.3428, 0.1797], [1.4551, -1.5272, -0.0473], [0.6550, -0.6103, 0.0031], [1.2151, 0.7027, -0.0852], [1.2496, 1.8855, 0.1363], [-0.7374, -0.6937, -0.2457], [-1.5720, -0.0012, 0.8592], [-1.6267, 0.3967, -0.6973], [-2.5163, -0.5500, 1.1644], [-0.8866, 0.7546, 1.4397], [-2.4812, 0.1709, -1.2483], [-0.9313, 1.3875, -0.9178]],
  "forces_ev_per_angstrom": [[-1.55, -3.46, -0.15], [3.38, -0.28, 1.22], [-1.65, 2.38, -3.10], [-0.38, 7.31, 1.74], [0.32, -5.28, -1.30], [-2.35, -0.81, 2.16], [0.65, 1.23, -3.02], [5.29, 2.80, 3.58], [1.81, 0.73, 0.26], [-2.07, -1.68, -0.63], [-0.91, -0.58, -1.04], [-2.53, -2.35, 0.28]],
  "relative_energy_kcal_mol": 105.44,
  "orbital_gap_ev": 10.19,
  "smiles": "[H]/N=C(/C#N)N1CC1",
  "multiplicity": 1
}

---

[5]
{
  "formula": "C6H8F2KNO10S2",
  "method": "ωB97M-V/def2-TZVPD",
  "elements": ["K", "N", "S", "O", "O", "F", "S", "O", "O", "F", "C", "C", "O", "C", "O", "O", "H", "H", "H", "H", "C", "C", "O", "C", "O", "O", "H", "H", "H", "H"],
  "positions_angstrom": [[-0.0496, -1.0716, -0.0454], [1.9725, -0.7770, -1.6988], [3.1679, -1.1117, -2.4829], [4.3139, -1.1593, -1.5966], [3.3844, -0.8779, -3.9032], [2.8670, -2.7505, -2.6107], [1.9086, 0.9091, -2.3801], [0.5540, 1.4521, -2.6984], [3.1601, 1.5758, -2.8368], [1.9887, 1.3765, -0.8479], [-0.6811, -3.8339, 3.4438], [-1.8061, -3.2488, 2.5848], [-1.2267, -3.3548, 1.3528], [-0.5951, -4.5958, 1.3568], [-0.0313, -5.0872, 0.3791], [-0.2559, -4.9169, 2.6444], [-1.0398, -4.1490, 4.4237], [0.1387, -3.1158, 3.4655], [-2.1161, -2.2112, 2.7086], [-2.7685, -3.7440, 2.7143], [-1.6086, 4.5154, -1.2403], [-1.0099, 4.7981, 0.2025], [-0.3212, 3.6195, 0.4969], [-1.0514, 2.6615, -0.1022], [-0.9600, 1.4304, 0.1315], [-1.9630, 3.2499, -1.0468], [-0.9285, 4.8497, -2.0237], [-2.5960, 4.9431, -1.4141], [-1.9015, 4.8400, 0.8281], [-0.5456, 5.7843, 0.1950]],
  "forces_ev_per_angstrom": [[-0.04, 0.08, -0.10], [-5.14, 5.17, -1.27], [8.63, -8.01, -3.20], [-0.49, 0.79, -0.96], [-1.11, 0.95, 1.72], [-0.28, 0.71, 0.42], [-0.89, 4.34, 2.96], [3.16, -2.24, -0.33], [-3.53, -2.22, 0.06], [-0.33, 0.58, 0.58], [-1.13, 1.02, 0.57], [-0.94, 1.24, 2.37], [0.07, -1.97, -2.50], [4.62, -0.26, -2.51], [-2.79, 1.20, 2.73], [-1.15, -0.41, -1.13], [0.44, -0.12, -0.09], [0.07, 0.02, 0.51], [0.70, 0.24, 0.50], [0.12, -0.83, -0.38], [-0.08, 3.94, 1.86], [-2.57, 2.43, -2.01], [-0.19, -1.09, -0.53], [-0.35, -3.58, -0.73], [-0.63, 4.68, -0.83], [2.03, -6.35, 1.55], [0.25, -0.99, -0.36], [0.36, 1.20, 0.10], [0.17, 0.18, 0.46], [1.03, -0.69, 0.55]],
  "orbital_gap_ev": 8.78,
  "multiplicity": 1
}

---

[6]
{
  "formula": "C5H8O2",
  "method": "ωB97M-V/def2-TZVPD",
  "elements": ["C", "C", "O", "C", "C", "C", "O", "H", "H", "H", "H", "H", "H", "H", "H"],
  "positions_angstrom": [[-1.6449, -0.5008, -0.1475], [-0.3813, 0.3366, -0.0773], [-0.6438, 1.7203, -0.2253], [0.5745, 0.1054, 1.1196], [1.7391, -0.2812, 0.1680], [0.7735, -0.1075, -1.0015], [0.8512, -0.2290, -2.1948], [-2.3586, -0.1585, 0.6086], [-2.1080, -0.4044, -1.1361], [-1.4358, -1.5631, 0.0218], [-0.9331, 1.8629, -1.1377], [0.7354, 1.0193, 1.6944], [0.2580, -0.6992, 1.7884], [2.5723, 0.4279, 0.1396], [2.1446, -1.2930, 0.2693]],
  "forces_ev_per_angstrom": [[-0.04, -0.02, -0.03], [-0.08, -0.22, 0.10], [-0.07, 0.06, -0.23], [-0.06, 0.03, 0.19], [0.13, -0.05, -0.04], [0.12, -0.08, -0.51], [-0.04, 0.07, 0.58], [0.11, -0.03, -0.08], [0.06, 0.00, 0.12], [0.01, 0.16, -0.02], [0.01, 0.05, 0.14], [0.00, -0.14, -0.07], [0.02, 0.13, -0.11], [-0.11, -0.10, -0.02], [-0.07, 0.15, -0.03]],
  "relative_energy_kcal_mol": 23.04,
  "orbital_gap_ev": 10.25,
  "smiles": "C[C@@]1(O)CCC1=O",
  "multiplicity": 1
}

---

Number 1: E_HOMO -8.3 eV. Number 2: E_HOMO -14.4 eV. Number 3: E_HOMO -8.2 eV. Number 4: E_HOMO -10.1 eV. Number 5: E_HOMO -9.4 eV. Number 6: E_HOMO -9.4 eV.